# 1
2 unconnected molecules or ions with the total composition C7H14N2, computed with ωB97M-V/def2-TZVPD.

Each line ends with the natural charge from an NBO analysis.
Element x y z (Å)
C1 2.05 -0.06 0.10  0.51
C2 -2.20 0.78 -1.04  -0.08
C3 0.78 0.24 -0.06  -0.46
C4 -2.97 0.85 -0.15  0.08
C5 3.87 -0.12 -1.35  -0.39
C6 4.12 -0.68 1.05  -0.47
C7 -5.03 -0.31 0.24  -0.43
N1 3.27 -0.31 -0.01  -0.28
N2 -4.10 0.79 0.72  -0.57
H1 -1.43 0.40 -1.63  0.25
H2 0.14 -0.54 -0.58  0.28
H3 0.46 1.21 0.32  0.29
H4 5.02 0.23 -1.07  0.25
H5 3.38 0.70 -1.87  0.25
H6 3.85 -1.02 -1.80  0.23
H7 5.08 -0.17 1.08  0.27
H8 4.51 -1.73 0.87  0.26
H9 3.68 -0.77 2.07  0.27
H10 -5.49 -0.02 -0.64  0.25
H11 -4.49 -1.29 0.25  0.26
H12 -6.00 -0.39 0.92  0.27
H13 -3.78 0.52 1.69  0.47
H14 -4.74 1.69 0.89  0.50

## Properties
DFT total energy in a.u.: -383.8095
Charge: +2


# 2
2 unconnected molecules or ions with the total composition C7H14N2O, computed with ωB97M-V/def2-TZVPD.

Each line ends with the natural charge from an NBO analysis.
Element x y z (Å)
C1 1.46 -1.07 1.56  -0.07
C2 0.99 -0.67 0.54  0.03
N1 0.36 -0.35 -0.67  -0.39
C3 1.24 0.52 -1.55  -0.21
C4 0.99 2.02 -1.37  -0.24
N2 0.39 2.36 -0.08  -0.61
C5 -0.85 1.64 0.25  -0.25
C6 -0.98 0.27 -0.39  -0.25
H1 2.09 -1.26 2.39  0.26
H2 0.19 -1.22 -1.19  0.46
H3 2.26 0.29 -1.27  0.24
H4 1.06 0.23 -2.58  0.23
H5 0.41 2.41 -2.22  0.18
H6 1.97 2.49 -1.40  0.23
H7 0.17 3.35 -0.10  0.38
H8 -1.76 2.21 0.02  0.20
H9 -0.86 1.49 1.33  0.22
H10 -1.58 0.31 -1.30  0.22
H11 -1.49 -0.39 0.31  0.28
C7 -1.24 -2.96 1.57  -0.12
O1 -2.00 -3.86 2.10  -0.86
H12 -0.93 -3.13 0.46  0.01
H13 -1.66 -1.88 1.52  0.01
H14 -0.23 -2.78 2.06  0.06

## Properties
DFT total energy in a.u.: -459.5837
Charge: 0


# 3
2 unconnected molecules or ions with the total composition C7H14N2O, computed with ωB97M-V/def2-TZVPD.

Each line ends with the natural charge from an NBO analysis.
Element x y z (Å)
C1 -0.02 2.19 -0.65  -0.41
C2 2.38 1.70 -0.57  -0.42
C3 -1.91 -2.26 -0.97  -0.70
C4 -1.32 -1.41 1.75  -0.59
N1 1.03 1.19 -0.61  -0.59
C5 0.66 -0.22 0.97  0.60
C6 -0.72 -1.34 -0.76  0.57
C7 -0.44 -0.94 0.60  -0.43
O1 -0.06 -1.00 -1.75  -0.65
N2 1.53 -0.06 1.83  -0.68
H1 0.89 0.48 -1.34  0.44
H2 1.92 0.86 1.99  0.38
H3 0.04 2.83 -1.54  0.19
H4 -0.99 1.69 -0.65  0.22
H5 0.04 2.83 0.24  0.19
H6 2.52 2.32 0.33  0.18
H7 2.63 2.32 -1.44  0.19
H8 3.09 0.87 -0.52  0.22
H9 -2.83 -1.78 -0.63  0.22
H10 -1.80 -3.19 -0.40  0.23
H11 -1.99 -2.49 -2.03  0.24
H12 -0.98 -0.99 2.69  0.23
H13 -1.30 -2.50 1.85  0.21
H14 -2.36 -1.11 1.61  0.21

## Properties
DFT total energy in a.u.: -459.8062
Charge: 0


# 4
C7H14N2O in the gas phase, computed with ωB97M-V/def2-TZVPD.

Each line ends with the natural charge from an NBO analysis.
Element x y z (Å)
C1 0.52 0.35 -0.67  0.17
C2 -0.43 -0.73 -0.51  0.19
C3 0.12 1.79 -0.50  -0.64
C4 1.73 0.15 -1.54  -0.64
C5 -1.86 -0.47 -0.10  -0.65
C6 -0.24 -2.05 -1.21  -0.64
N1 0.50 0.98 2.43  -0.20
C7 0.37 -0.27 2.06  0.16
O1 -0.27 1.26 3.57  -0.58
N2 0.74 -0.60 0.84  -0.52
H1 -0.08 2.20 3.74  0.47
H2 -0.12 -1.01 2.70  0.16
H3 -0.06 2.24 -1.49  0.22
H4 0.92 2.33 0.00  0.24
H5 -0.75 1.94 0.11  0.23
H6 2.44 0.97 -1.39  0.22
H7 1.45 0.13 -2.60  0.22
H8 2.24 -0.78 -1.29  0.24
H9 -2.46 -0.17 -0.96  0.23
H10 -2.28 -1.38 0.32  0.22
H11 -1.93 0.31 0.66  0.23
H12 -0.40 -1.94 -2.29  0.22
H13 -0.92 -2.81 -0.84  0.22
H14 0.77 -2.43 -1.04  0.24

## Properties
DFT total energy in a.u.: -459.7229
Charge: 0


# 5
3 unconnected molecules or ions with the total composition C7H14N2O2, computed with ωB97M-V/def2-TZVPD.

Each line ends with the natural charge from an NBO analysis.
Element x y z (Å)
C1 1.54 1.09 -1.75  -0.43
C2 0.58 -0.43 0.26  0.14
C3 1.91 -0.98 0.28  -0.65
C4 0.32 0.74 1.60  -0.64
C5 -0.55 -1.32 0.58  -0.53
C6 -2.10 -0.83 0.17  0.54
C7 -2.62 0.58 0.17  -0.72
H1 2.21 1.31 -0.85  0.18
H2 2.13 0.58 -2.56  0.25
H3 1.14 2.03 -1.74  0.23
H4 2.79 -0.23 0.17  0.24
H5 2.18 -1.42 1.33  0.23
H6 1.71 -1.72 -0.55  0.23
H7 1.18 1.63 1.64  0.21
H8 -0.64 1.09 1.66  0.19
H9 0.65 0.36 2.63  0.22
H10 -0.75 -1.58 1.78  0.29
H11 -0.51 -2.20 -0.19  0.25
H12 -3.53 0.65 -0.61  0.28
H13 -3.54 0.46 1.45  0.25
H14 -1.59 1.73 0.32  0.26
N1 0.58 0.30 -1.03  -0.25
N2 -0.27 -0.25 -1.94  0.21
O1 0.03 0.21 -3.10  -0.42
O2 -2.88 -1.81 0.30  -0.57

## Properties
DFT total energy in a.u.: -534.7221
Charge: 0


# 6
2 unconnected molecules or ions with the total composition C7H14N2O2S2, computed with ωB97M-V/def2-TZVPD.

Each line ends with the natural charge from an NBO analysis.
Element x y z (Å)
C1 -1.52 -1.84 -0.15  0.34
C2 3.62 -1.12 -0.22  -0.60
C3 -2.54 0.25 0.16  -0.23
C4 -1.06 0.70 0.21  -0.35
C5 3.46 -2.25 0.81  -0.65
C6 -1.59 3.12 -0.34  -0.62
C7 -0.74 1.93 -0.69  -0.42
N1 -2.42 -1.16 0.58  -0.62
N2 -1.55 -3.04 -0.43  -0.73
O1 2.47 0.71 1.43  -0.86
O2 2.66 1.12 -1.07  -0.87
S1 -0.24 -0.67 -0.57  0.17
S2 2.72 0.22 0.06  2.02
H1 3.67 -1.48 -1.20  0.24
H2 -3.31 0.79 0.80  0.22
H3 -2.91 0.32 -0.87  0.19
H4 -0.73 0.82 1.25  0.23
H5 2.63 -2.92 0.45  0.22
H6 3.11 -1.75 1.75  0.24
H7 4.47 -2.91 1.05  0.23
H8 -2.61 2.75 -0.23  0.19
H9 -1.59 3.89 -1.21  0.22
H10 -1.43 3.81 0.52  0.22
H11 0.32 2.23 -0.56  0.23
H12 -0.97 1.61 -1.71  0.21
H13 -3.27 -1.59 0.83  0.40
H14 -0.69 -3.55 -0.62  0.36

## Properties
DFT total energy in a.u.: -1331.3749
Charge: 0


# 7
C7H14N2O3 in the gas phase, computed with ωB97M-V/def2-TZVPD.

Each line ends with the natural charge from an NBO analysis.
Element x y z (Å)
C1 0.30 1.04 -0.11  -0.16
C2 -0.92 0.73 0.62  0.70
C3 1.42 0.74 0.89  -0.23
C4 1.51 -0.72 1.15  -0.62
C5 2.73 1.28 0.35  -0.61
C6 -1.79 -0.87 -1.21  -0.31
C7 -2.41 -2.30 -0.83  0.77
H1 1.00 2.92 -0.72  0.36
H2 -0.36 2.87 0.08  0.37
H3 0.38 0.33 -0.89  0.18
H4 1.20 1.07 2.00  0.23
H5 1.66 -1.39 0.29  0.19
H6 0.51 -1.05 1.52  0.22
H7 2.37 -1.00 1.78  0.22
H8 2.78 2.24 0.01  0.20
H9 3.47 1.24 1.15  0.21
H10 3.16 0.64 -0.48  0.20
H11 -2.31 -0.63 0.65  0.42
H12 -0.96 -1.06 -1.91  0.23
H13 -2.72 -0.44 -1.57  0.23
H14 -2.54 -3.44 -2.52  0.49
N1 0.12 2.37 -0.62  -0.82
N2 -1.51 -0.39 0.17  -0.62
O1 -1.38 1.41 1.52  -0.61
O2 -2.72 -2.34 0.34  -0.56
O3 -2.98 -3.25 -1.68  -0.69

## Properties
DFT total energy in a.u.: -610.3020
Charge: 0


# 8
3 unconnected molecules or ions with the total composition C7H14N2O4, computed with ωB97M-V/def2-TZVPD.

Each line ends with the natural charge from an NBO analysis.
Element x y z (Å)
C1 0.11 -2.49 0.50  1.05
C2 2.83 -0.27 -2.11  -0.62
C3 2.50 1.86 -0.59  -0.59
C4 -2.90 1.21 2.53  -0.69
C5 0.84 -0.27 -0.90  0.14
C6 2.25 0.33 -0.82  -0.28
C7 -2.81 0.75 1.11  -0.10
N1 -2.56 -0.58 1.11  0.41
N2 -0.17 0.43 -0.93  -0.62
O1 0.77 -2.17 1.38  -0.48
O2 -0.56 -2.87 -0.36  -0.57
O3 -1.92 -1.22 1.83  -0.44
O4 -2.81 -0.95 -0.18  -0.58
H1 3.05 -1.30 -1.75  0.21
H2 3.81 0.08 -2.57  0.22
H3 2.10 -0.48 -2.94  0.21
H4 1.81 2.45 -1.05  0.22
H5 2.46 2.04 0.45  0.21
H6 3.54 1.97 -0.83  0.21
H7 -3.95 1.48 2.63  0.22
H8 -2.39 2.15 2.78  0.22
H9 -2.40 0.41 3.18  0.25
H10 0.75 -1.39 -1.29  0.14
H11 -3.73 0.86 0.45  0.21
H12 2.70 -0.18 0.03  0.20
H13 -0.97 -0.08 -1.22  0.34
H14 -2.34 -1.76 -0.43  0.49

## Properties
DFT total energy in a.u.: -685.4003
Charge: 0


Ordered energy relative to the best compared isomer or geometry (same formula, charge and spin) results: 93.7, 185.2, 45.6, 97.8, 236.4, 84.5, 65.0, 143.4; unit kcal/mol.
Ordered largest force on an atom results: 6.00, 0.99, 0.49, 6.63, 7.32, 3.30, 3.56, 8.04; unit eV/A.